Entry 1:
Molecular formula: CH33NO17
Method: DFT, wB97M-V/def2-TZVPD

Output
Energy above the lowest of the compared OMol25 structures with the same formula, charge and spin   21.83 kcal per mole
LUMO energy   -0.00042 Ha

The geometry in ORCA input format:
```
! wB97M-V def2-TZVPD RIJCOSX def2/J DEFGRID3
* xyz 0 1
H 1.7651 -1.8881 1.1915
H 1.2629 3.2136 -1.0523
H 3.4048 2.2355 0.2771
H -1.2553 1.4484 2.1133
H 2.0480 0.4483 3.6673
H -0.7880 -2.5841 -0.0712
H 0.4096 -0.4949 -3.4672
O -0.9629 -1.4415 -2.9969
H -1.7721 -1.7020 -3.4628
O 1.2542 -0.1086 -3.2076
O -1.3993 -2.9138 -0.7249
H 3.1375 0.3288 -1.6694
H -2.6527 -2.1156 0.7029
O 0.5519 1.0224 1.2226
O 0.4094 0.9081 -0.9906
H 1.2374 3.4329 0.8800
H 1.1301 -1.1172 -1.9149
O -2.4651 0.2398 -0.9881
O -2.2476 -1.8079 2.7832
H -1.7519 0.6932 -0.5076
O 3.2305 0.6443 -0.7659
O -3.4971 -1.5817 0.5856
O 2.6631 -1.6125 1.1203
H 0.2240 -3.4015 2.9560
H 2.5052 -0.5481 2.5669
H -3.1741 -1.7465 2.6404
O 1.2017 -1.4047 -0.9953
C 0.6702 1.5821 0.0026
O -0.1999 -3.1472 2.0622
H 3.1484 2.2822 1.7197
H -2.9672 2.4157 -1.0470
H -2.0353 2.7665 0.0961
H -3.2851 -0.8310 0.0935
O -0.1892 2.9535 -2.7042
H 1.7347 0.3673 -3.8475
H 1.2099 0.9571 1.8839
O 3.3174 2.8547 0.8696
H -1.9950 -0.8643 2.6331
H -1.3191 -3.8970 -0.6193
H 0.4757 -0.9567 -0.6039
H -0.6912 -2.2314 -2.4366
H 3.0492 -1.9781 0.3074
H -2.8463 1.0806 2.3410
H -1.0774 2.7772 -3.0619
O -2.9247 2.4261 -0.1330
N 0.9651 2.9492 -0.0758
H -1.8411 -0.3143 -1.6588
O 2.4460 0.3733 2.8341
H -1.0513 -2.7697 2.2968
O -2.0409 0.9381 1.9123
H 2.7902 0.0224 -0.2766
H 0.1877 2.0968 -2.4804
*
```

Results of the natural (NBO) charge analysis, in e, for atoms 1 through 4:
1 H 0.50
2 H 0.44
3 H 0.47
4 H 0.50


Entry 2:
Molecular formula: C38H23Cl4N2O2S2SiSn
Method: DFT, wB97M-V/def2-TZVPD

Output
LUMO energy   -0.14005 Ha

The geometry in ORCA input format:
```
! wB97M-V def2-TZVPD RIJCOSX def2/J DEFGRID3
* xyz 1 1
H 1.6642 0.5001 -4.8767
C -2.8467 0.4193 0.4366
O -1.6714 0.9643 0.0666
C 4.7106 0.0176 -0.2006
S -1.6262 -0.5614 6.8759
C -2.9226 -0.9816 0.4693
C 0.7386 -0.4405 4.7984
C 5.5631 0.1694 -2.5973
C -5.1504 0.5652 1.1323
C 4.2274 -0.2661 3.5155
C 1.1093 3.7544 -4.1562
C 3.9877 -0.1881 2.0991
S 7.4104 0.1986 -0.8427
C 5.0091 -0.0815 1.1439
C 7.8632 0.2893 -2.4832
C 5.7370 0.1234 -1.2404
Si -0.2107 -0.4934 -2.9261
H 3.0361 0.1143 -1.5857
H 2.3339 2.7493 -5.6038
C -5.2262 -0.8281 1.1702
H 3.3855 -0.3872 5.4530
C -3.0016 -0.2557 -2.8352
H -3.6237 -3.5811 -4.7008
H 5.2509 -0.2467 3.8671
C -2.1483 -2.2338 -3.9337
H 6.0401 -0.0730 1.4778
H 6.8549 0.3107 -4.3871
C 1.5876 -0.3293 2.5564
N 2.3722 -0.1041 0.3256
H -5.0345 -0.6180 5.7453
H -5.5269 -2.2538 -3.8562
Cl -4.1606 -3.3176 0.8692
C 1.2551 1.3684 -4.3707
C 1.8377 -0.3737 3.9287
H 8.9058 0.3567 -2.7479
C -1.7464 -0.5175 5.1593
H -3.3879 -0.5206 3.7341
C -0.7009 -0.4310 2.9161
C 0.3467 1.2102 -3.3175
C 1.6329 2.6360 -4.7877
C -1.9151 -1.0261 -3.2652
H -2.8370 0.6987 -2.3504
C 6.7837 0.2646 -3.3111
H 4.5995 0.1348 -3.0850
H 0.8148 -1.5393 -3.0791
C -4.1096 -1.5984 0.8452
H -0.1966 4.4851 -2.6187
C -4.5152 -1.9030 -3.7011
C -3.3207 -0.6098 7.0545
C 3.3418 0.0120 -0.5504
C 2.6740 -0.2115 1.6304
H 0.9191 -0.4679 5.8668
C -4.2957 -0.7031 -3.0370
C -0.1732 2.3465 -2.6863
C 0.2094 3.6097 -3.1077
Cl -3.8084 2.9013 0.7051
C -0.5547 -0.4609 4.3120
C -3.9610 -0.5935 5.8537
H -0.8718 2.2505 -1.8627
C 3.2014 -0.3461 4.3873
C -3.0572 -0.5403 4.7642
Cl -6.6952 -1.6004 1.6211
C -3.9549 1.1857 0.7692
Cl -6.5221 1.5208 1.5344
O -1.8203 -1.6650 0.1327
H -5.1319 -0.1211 -2.6711
H -3.7531 -0.6489 8.0409
C -3.4460 -2.6572 -4.1673
H -1.3170 -2.8434 -4.2683
Sn -0.2066 -0.4440 -0.1153
H -1.6846 -0.4638 2.4646
N 0.3226 -0.3730 2.0826
H 1.4064 4.7434 -4.4789
*
```

Results of the Mulliken charge analysis, in e, for atoms 1 through 4:
1 H 0.40
2 C 0.47
3 O -0.86
4 C 0.67


Entry 3:
Molecular formula: C4H7NO
Method: DFT, wB97M-V/def2-TZVPD

Output
Energy above the lowest of the compared OMol25 structures with the same formula, charge and spin   109.87 kcal per mole
LUMO energy   0.03642 Ha

The geometry in ORCA input format:
```
! wB97M-V def2-TZVPD RIJCOSX def2/J DEFGRID3
* xyz 0 1
C -0.9904 -0.4146 0.0400
C 0.9107 0.4723 -0.5090
H 0.5331 -1.7026 0.9475
N -0.8750 0.5898 1.1038
C -0.4891 0.9405 -0.2630
H 0.4877 -1.8365 -0.8309
H -1.9450 -0.8170 -0.2593
H 1.1798 0.3796 -1.5631
O 1.9566 0.8634 0.3031
H 1.6778 -0.0892 0.5550
H -0.9781 1.7355 -0.8084
H -1.7962 0.9867 1.2767
C 0.3288 -1.1415 -0.0067
*
```

Results of the natural (NBO) charge analysis, in e, for atoms 1 through 4:
1 C -0.09
2 C 0.15
3 H 0.23
4 N -0.58


Entry 4:
Molecular formula: C5H11N2
Method: DFT, wB97M-V/def2-TZVPD

Output
Energy above the lowest of the compared OMol25 structures with the same formula, charge and spin   17.68 kcal per mole
LUMO energy   -0.12656 Ha

The geometry in ORCA input format:
```
! wB97M-V def2-TZVPD RIJCOSX def2/J DEFGRID3
* xyz 1 1
H -1.0484 -0.7023 2.0606
H -2.0990 -1.3773 0.8275
H -2.2053 0.3433 1.1967
H 2.4573 1.0567 0.7832
H -0.5856 -0.9288 -2.0058
C -0.5063 -0.2275 0.0243
C 1.7619 -0.8428 -0.0059
C 1.7689 0.6671 0.0323
H 0.2665 1.1482 1.3771
H -0.8506 0.8044 -1.8518
H -2.1209 -0.3370 -1.4080
N 0.6555 -1.4128 0.0320
C -1.0503 -0.1599 -1.3917
H 2.6807 -1.4041 -0.0708
H 0.0044 1.8125 -0.1255
N 0.3490 0.9830 0.3676
C -1.5207 -0.4995 1.1012
H 2.0429 1.0770 -0.9430
*
```

Results of the natural (NBO) charge analysis, in e, for atoms 1 through 4:
1 H 0.24
2 H 0.27
3 H 0.23
4 H 0.26


Entry 5:
Molecular formula: C19H20N2O5
Method: DFT, wB97M-V/def2-TZVPD

Output
Energy above the lowest of the compared OMol25 structures with the same formula, charge and spin   47.96 kcal per mole
LUMO energy   0.01948 Ha

The geometry in ORCA input format:
```
! wB97M-V def2-TZVPD RIJCOSX def2/J DEFGRID3
* xyz 0 1
H -0.4098 1.3563 -1.6580
C -3.9359 5.2913 1.6451
H 3.0811 0.9807 0.1285
C -1.3871 -1.9054 -1.5247
C 1.4851 -4.2324 0.7953
C 2.8621 -0.8007 1.3216
C -2.9639 6.2428 1.5635
O 0.0690 0.9428 2.1660
C -2.1525 4.2552 0.9792
O -3.4611 4.0886 1.2957
H -3.0637 7.2853 1.7845
H -2.9514 1.8800 0.8573
H 3.1576 -3.2473 1.9131
C -1.2799 0.7166 0.1961
O -0.1622 3.2034 0.2610
H 2.3325 1.2387 1.7279
H 1.5710 -1.6461 -0.0177
H 1.3767 -5.0261 1.5173
C -1.8009 5.5720 1.1300
H 2.6099 -3.8584 -1.0807
H 1.2514 -0.0596 -2.5177
H 0.5549 -3.9171 0.3457
H -1.8465 -0.1340 0.5904
C -0.6024 -0.7763 -1.7334
H -0.8306 5.9860 0.9512
N -2.0033 1.9281 0.5233
H 0.6179 -4.2705 -2.8646
C 2.3749 0.5765 0.8580
C 2.7182 -4.1970 -0.0624
H 3.4647 -4.9639 0.0705
N 2.2497 -1.8309 0.7082
C -0.9480 -3.1558 -1.9227
H -2.3587 -1.8055 -1.0614
C 0.2820 -3.2957 -2.5440
C -1.3374 3.1094 0.5639
O 1.1066 0.5299 0.2166
H 2.0306 -2.2765 -3.2439
C 1.0721 -2.1781 -2.7550
C 2.5316 -3.1906 1.0324
C -1.0992 0.5812 -1.3242
H -2.0740 0.7619 -1.7869
C 0.0424 0.7659 0.9785
C 0.6336 -0.9286 -2.3492
H -1.5715 -4.0225 -1.7584
O 3.7329 -0.9196 2.1545
H -4.9685 5.3460 1.9298
*
```

Results of the natural (NBO) charge analysis, in e, for atoms 1 through 4:
1 H 0.24
2 C 0.12
3 H 0.22
4 C -0.17


Entry 6:
Molecular formula: C34H43N2O3P2PmS2
Method: DFT, wB97M-V/def2-TZVPD

Output
<S²>   8.756
LUMO energy (alpha / beta)   0.09238 / 0.09220 Ha

The geometry in ORCA input format:
```
! wB97M-V def2-TZVPD RIJCOSX def2/J DEFGRID3
* xyz -1 6
H -5.9758 0.1399 2.1295
H 1.0426 -2.7045 2.5225
H 4.4355 2.1004 2.4331
H 0.1488 2.5436 -5.7967
P -2.7582 -2.1210 0.0129
N 3.4731 -2.4745 1.0747
H -4.9627 -2.2916 -1.4830
H 1.4923 0.1769 3.3312
H -6.3000 -4.3480 -1.9165
C 1.6828 -1.8138 2.5727
C 2.8586 3.5628 -0.2181
C 2.9168 1.1534 -2.3274
H 3.2400 1.3226 1.3713
H -2.1656 -2.1213 -3.0402
C -5.4095 -4.4037 -1.2960
C 2.3416 -1.7359 1.2165
C -1.7303 3.9917 2.0826
H -5.6892 -4.3425 -0.2470
H 0.3178 6.6452 2.4957
H -2.6529 3.5774 2.4669
C 0.9269 -1.4995 -4.2246
N -0.2174 -0.5082 -2.3231
C 3.8465 3.2737 0.7409
H 0.1809 -0.8915 3.7770
C 1.4387 1.8769 -4.2253
H 3.5945 1.8449 -1.8250
C -0.4285 3.3497 -3.8861
H -2.6991 2.0286 0.6769
C 0.6770 5.0069 1.1670
H 3.8715 -2.5573 0.1520
C -4.2103 -1.0868 2.0130
C 0.8059 -0.5855 2.9165
H -4.1727 -1.3348 3.0776
H 5.8151 3.7233 1.4263
H 1.6384 5.3976 0.8524
C -1.0739 3.3062 1.0385
C 0.9061 -2.3151 -5.3397
C -1.2343 5.1570 2.6083
C -1.3054 -2.1837 -3.6905
C -0.2134 -3.0770 -5.6310
H -1.1730 -0.1886 -2.1382
O 1.9458 -1.0641 0.2657
H -5.6255 -0.4942 0.5183
H 6.2802 5.3838 -0.3349
H -2.1909 -3.6199 -4.9956
H 1.7654 -2.3458 -5.9969
P 1.2818 2.6232 -0.2097
H -3.5394 -0.2365 1.8291
H 2.7360 2.6185 2.4426
Pm -0.2308 -0.0116 0.6311
H -6.3005 -1.5611 1.7580
C 3.1370 4.5097 -1.2114
H 2.6058 0.4085 -1.5907
O -3.2988 -3.3509 -0.8677
C -0.1417 3.4016 -2.5380
C -1.6410 2.1503 0.4135
H -1.7659 5.6656 3.4037
H 4.5429 5.8936 -2.0237
C -5.6235 -0.7284 1.5803
C 0.3612 2.5864 -4.7390
H -1.2544 3.9186 -4.2880
C 4.3490 5.1624 -1.2513
C -0.0461 5.6981 2.1207
H -4.9006 -5.3496 -1.4649
C 5.3256 4.8771 -0.3048
C 3.5572 2.2706 1.8130
S -0.9559 -2.7508 0.5154
H -4.1795 -3.3166 -2.7057
H 2.3802 4.7381 -1.9491
C -0.1950 -1.3899 -3.4028
H -0.7367 4.0147 -1.8718
C 1.7379 1.9034 -2.8744
H -0.2367 -3.6992 -6.5132
H -1.5499 2.1843 -0.6839
C -1.3144 -3.0173 -4.7906
C 5.0570 3.9383 0.6849
S -3.1763 -0.4127 -0.9232
C -4.4774 -3.2607 -1.6503
C 0.9288 2.6751 -2.0061
H 1.8024 -0.9212 -3.9781
H 3.4661 0.6544 -3.1244
O -3.7512 -2.2295 1.3133
H 2.4671 -2.0189 3.3225
H 0.4178 0.2754 -2.4737
H 3.7578 -3.1356 1.7776
C 0.1978 3.8121 0.6328
H 2.0524 1.2883 -4.8938
*
```

Results of the Mulliken charge analysis, in e, for atoms 1 through 4:
1 H 0.40
2 H 0.35
3 H 0.48
4 H 0.38


no.,strongest force on any atom (eV/A)
1,9.4
2,1.1
3,3.8
4,3.5
5,1.3
6,1.3